{
  "formula": "CH4FNO",
  "method": "ωB97M-V/def2-TZVPD",
  "e_above_lowest_ev": 6.5994,
  "lumo_energy_ev": [-0.23, -0.31],
  "gap_ev": [9.47, 9.13],
  "symbols": ["C", "N", "O", "F", "H", "H", "H", "H"],
  "xyz": [[-1.1290, -0.0976, 0.3065], [1.0396, 0.1340, -0.5125], [0.2841, -0.0917, 0.6173], [1.8878, -0.9199, -0.6043], [-1.5398, -1.0361, 0.7190], [-1.2005, -0.0407, -0.7662], [-1.5612, 0.6857, 0.8386], [2.2189, 1.3663, -0.5983]]
}


{
  "formula": "C56H72N4O36S4",
  "method": "ωB97M-V/def2-TZVPD",
  "lumo_energy_ev": -0.93,
  "gap_ev": 9.46,
  "symbols": ["C", "C", "O", "S", "O", "O", "O", "H", "H", "H", "H", "C", "C", "O", "S", "O", "O", "O", "H", "H", "H", "H", "C", "C", "O", "S", "O", "O", "O", "H", "H", "H", "H", "C", "C", "O", "S", "O", "O", "O", "H", "H", "H", "H", "C", "C", "C", "C", "C", "C", "N", "O", "O", "H", "H", "H", "H", "H", "C", "C", "C", "C", "C", "C", "N", "O", "O", "H", "H", "H", "H", "H", "C", "C", "C", "C", "C", "C", "N", "O", "O", "H", "H", "H", "H", "H", "C", "C", "C", "C", "C", "C", "N", "O", "O", "H", "H", "H", "H", "H", "O", "C", "O", "C", "C", "C", "H", "H", "H", "H", "H", "H", "O", "C", "O", "C", "C", "C", "H", "H", "H", "H", "H", "H", "O", "C", "O", "C", "C", "C", "H", "H", "H", "H", "H", "H", "O", "C", "O", "C", "C", "C", "H", "H", "H", "H", "H", "H", "O", "C", "O", "C", "C", "C", "H", "H", "H", "H", "H", "H", "O", "C", "O", "C", "C", "C", "H", "H", "H", "H", "H", "H"],
  "xyz": [[2.5610, -3.7497, 4.3584], [1.3983, -3.0184, 3.8044], [0.6227, -2.7962, 4.9521], [1.5818, -2.2843, 6.0975], [1.1176, -2.7094, 7.3210], [1.9108, -0.9430, 5.9567], [2.8369, -3.1293, 5.6393], [3.4350, -3.7546, 3.7100], [2.3660, -4.8163, 4.5292], [0.8509, -3.5595, 3.0384], [1.6697, -2.0774, 3.3135], [-0.8939, 4.8779, -1.5381], [-1.9057, 5.8728, -1.0706], [-1.5913, 6.0705, 0.3216], [-0.0174, 6.0388, 0.5619], [0.2076, 5.3744, 1.7789], [0.5689, 7.2673, 0.3596], [0.2984, 5.0951, -0.7088], [-0.7613, 4.9375, -2.6165], [-1.2126, 3.8378, -1.3802], [-2.8769, 5.3825, -1.0972], [-1.8665, 6.7777, -1.6776], [4.2814, -1.4606, 1.4071], [4.9562, -1.3334, 0.0444], [5.5775, -2.6191, -0.1534], [6.1820, -3.1399, 1.2209], [7.4045, -2.4929, 1.5160], [6.1825, -4.5315, 1.2689], [5.0206, -2.5393, 2.1014], [3.2582, -1.8604, 1.3965], [4.3044, -0.5346, 1.9675], [5.7050, -0.5568, 0.2055], [4.2409, -1.1687, -0.7406], [3.5737, 4.3302, 3.1534], [3.0309, 3.9333, 1.7633], [4.0541, 3.1710, 1.1442], [5.2168, 2.8158, 2.1951], [6.2237, 3.7555, 2.0243], [5.4383, 1.4527, 2.2624], [4.3731, 3.1474, 3.4710], [2.8256, 4.5023, 3.9075], [4.3426, 5.1108, 3.1072], [2.7934, 4.7912, 1.1471], [2.1607, 3.3025, 1.9346], [-2.5416, -3.2289, 3.8908], [-3.8183, -3.6630, 4.0670], [-4.8144, -3.0810, 3.3682], [-4.5871, -1.9644, 2.6266], [-3.3481, -1.4207, 2.5779], [-2.3214, -2.1062, 3.1286], [-5.6970, -1.4002, 1.8734], [-6.6633, -2.1181, 1.7763], [-5.6234, -0.2674, 1.3819], [-1.7000, -3.6026, 4.4656], [-4.1111, -4.5233, 4.6526], [-5.8104, -3.4947, 3.4271], [-3.0365, -0.5687, 1.9966], [-1.3432, -1.6364, 3.1626], [0.4603, 0.0513, -5.2305], [1.4517, 0.7781, -4.6102], [2.7704, 0.4317, -4.8108], [3.0939, -0.6831, -5.4998], [2.1208, -1.4876, -6.0437], [0.7954, -1.0663, -5.9557], [4.4599, -1.0481, -5.5944], [5.1596, -0.7718, -4.6666], [4.8103, -1.5944, -6.6223], [-0.5903, 0.2934, -5.2269], [1.1688, 1.6818, -4.0853], [3.5686, 1.0465, -4.4032], [2.3762, -2.3537, -6.6471], [0.0075, -1.6315, -6.4396], [-3.4628, 2.0971, 0.9522], [-4.2090, 1.8377, -0.1905], [-4.9695, 2.9031, -0.7175], [-5.1156, 4.1144, -0.0296], [-4.3500, 4.3229, 1.1073], [-3.4985, 3.3340, 1.5849], [-5.9645, 5.1744, -0.5571], [-6.2881, 5.1054, -1.7416], [-6.3212, 6.0230, 0.2042], [-2.7917, 1.3370, 1.3438], [-4.2214, 0.9287, -0.7713], [-5.5382, 2.7474, -1.6343], [-4.3990, 5.2651, 1.6482], [-2.9147, 3.5261, 2.4735], [-0.7327, -5.2430, -0.4997], [-1.1148, -4.6901, 0.7073], [-0.8179, -5.3278, 1.8616], [-0.0890, -6.4909, 1.8216], [0.2849, -7.0483, 0.6409], [-0.0222, -6.4353, -0.5178], [0.3421, -7.0603, 3.0675], [0.1257, -6.4579, 4.0783], [0.9538, -8.0554, 2.9946], [-1.0515, -4.6888, -1.3776], [-1.6749, -3.7622, 0.7254], [-1.1808, -4.9578, 2.8150], [0.7658, -8.0174, 0.6248], [0.2826, -6.8453, -1.4726], [3.6257, 5.7601, -5.0195], [3.6802, 5.1894, -3.9657], [4.5302, 5.5789, -2.9533], [4.5295, 4.6431, -1.8523], [3.7844, 3.3960, -2.3750], [2.9119, 3.9475, -3.5142], [4.0313, 5.1645, -1.0318], [5.5541, 4.4420, -1.5573], [3.2399, 2.8850, -1.5820], [4.5109, 2.6945, -2.7894], [1.8722, 4.1726, -3.2808], [2.9220, 3.2431, -4.3508], [-1.0629, 2.7007, -3.8112], [-2.2227, 2.8305, -4.1875], [-3.0125, 3.8529, -3.7203], [-4.3552, 3.7919, -4.2999], [-4.5457, 2.3015, -4.6556], [-3.0874, 1.8980, -5.0420], [-4.4850, 4.4204, -5.1820], [-5.0463, 4.0803, -3.5104], [-5.2203, 2.1859, -5.4963], [-4.8098, 1.7784, -3.7373], [-2.7739, 2.1445, -6.0670], [-2.8452, 0.8664, -4.7999], [1.9201, 0.7019, 2.0214], [0.9828, 0.4678, 1.2693], [0.3222, -0.7353, 1.3207], [-0.4071, -0.9768, 0.0951], [-0.5226, 0.4069, -0.5839], [0.3906, 1.3688, 0.2424], [-1.4122, -1.2836, 0.3490], [0.1538, -1.6548, -0.5352], [-1.5690, 0.7328, -0.6012], [-0.2911, 0.3678, -1.6484], [-0.1341, 2.2434, 0.6202], [1.1424, 1.7636, -0.4498], [2.7759, -4.7285, 1.4133], [2.6386, -4.5276, 0.2785], [1.9185, -3.5012, -0.1968], [1.9841, -3.4454, -1.6637], [3.0571, -4.4744, -2.1064], [3.3122, -5.3179, -0.8417], [2.2720, -2.4389, -1.9616], [0.9843, -3.6755, -2.0472], [3.9373, -3.9358, -2.4410], [2.6882, -5.0168, -2.9771], [4.3725, -5.2333, -0.6073], [2.9109, -6.3111, -0.9617], [-1.4264, 1.2116, 3.4833], [-0.8730, 1.3668, 4.5293], [-1.4636, 1.1015, 5.7150], [-0.5931, 1.4284, 6.7999], [0.5436, 2.2805, 6.1793], [0.5521, 1.8279, 4.7239], [-0.1335, 0.5476, 7.2336], [-1.1517, 2.0027, 7.5286], [1.4428, 1.9759, 6.7277], [0.5063, 3.3567, 6.3387], [1.2710, 1.0550, 4.4649], [0.7526, 2.6457, 4.0295], [-2.0070, -2.0214, -2.3291], [-3.1624, -2.1033, -2.4602], [-3.9791, -1.2251, -1.8646], [-5.3326, -1.5070, -2.1750], [-5.2941, -2.3768, -3.4532], [-3.9459, -3.0285, -3.4030], [-5.8753, -0.5901, -2.4016], [-5.8128, -1.9619, -1.3124], [-5.3475, -1.7324, -4.3339], [-6.1926, -2.9898, -3.5231], [-3.4453, -2.9509, -4.3674], [-3.8959, -4.0528, -3.0341]]
}


{
  "formula": "C40H92N4O8S4",
  "method": "ωB97M-V/def2-TZVPD",
  "e_above_lowest_ev": 3.9191,
  "lumo_energy_ev": 0.01,
  "gap_ev": 8.05,
  "smiles": "O=S1(=O)CCCC1.O=S1(=O)CCCC1.O=S1(=O)CCCC1.O=S1(=O)CCCC1.CCN(CC)CC.CCN(CC)CC.CCN(CC)CC.CCN(CC)CC",
  "symbols": ["C", "C", "N", "C", "C", "C", "C", "H", "H", "H", "H", "H", "H", "H", "H", "H", "H", "H", "H", "H", "H", "H", "C", "C", "N", "C", "C", "C", "C", "H", "H", "H", "H", "H", "H", "H", "H", "H", "H", "H", "H", "H", "H", "H", "C", "C", "N", "C", "C", "C", "C", "H", "H", "H", "H", "H", "H", "H", "H", "H", "H", "H", "H", "H", "H", "H", "C", "C", "N", "C", "C", "C", "C", "H", "H", "H", "H", "H", "H", "H", "H", "H", "H", "H", "H", "H", "H", "H", "C", "C", "C", "S", "O", "O", "C", "H", "H", "H", "H", "H", "H", "H", "H", "C", "C", "C", "S", "O", "O", "C", "H", "H", "H", "H", "H", "H", "H", "H", "C", "C", "C", "S", "O", "O", "C", "H", "H", "H", "H", "H", "H", "H", "H", "C", "C", "C", "S", "O", "O", "C", "H", "H", "H", "H", "H", "H", "H", "H"],
  "xyz": [[0.7719, 3.7655, -5.3345], [-0.4454, 2.8714, -5.0700], [-0.4724, 1.6130, -5.7993], [0.5848, 0.7330, -5.3527], [1.0736, -0.2175, -6.4574], [-1.7717, 0.9905, -5.8846], [-2.9536, 1.8925, -6.2698], [1.7123, 3.2132, -5.3494], [0.8930, 4.6030, -4.6448], [0.7652, 4.2805, -6.3013], [-0.4938, 2.7016, -3.9785], [-1.2806, 3.5557, -5.2226], [1.4650, 1.3199, -5.0928], [0.3232, 0.2856, -4.3788], [1.6142, 0.3770, -7.1888], [1.7446, -0.9494, -6.0037], [0.2530, -0.7671, -6.9144], [-2.0524, 0.5222, -4.9145], [-1.6277, 0.1249, -6.5355], [-3.8900, 1.3640, -6.4104], [-2.6127, 2.2582, -7.2468], [-3.0619, 2.7293, -5.5889], [-2.1579, -5.6947, -7.1977], [-1.7970, -6.2545, -5.8281], [-0.5749, -5.5892, -5.3500], [0.6377, -6.2014, -5.8720], [0.8991, -7.6140, -5.3529], [-0.7146, -5.2288, -3.9028], [0.4523, -4.3836, -3.4678], [-1.3799, -5.7307, -7.9699], [-2.2087, -4.6036, -7.1267], [-3.0375, -6.1261, -7.6781], [-2.5993, -6.0716, -5.1120], [-1.7588, -7.3527, -5.8378], [0.5778, -6.2634, -6.9611], [1.4681, -5.5134, -5.7113], [0.6366, -7.7790, -4.3053], [0.3843, -8.4168, -5.8801], [1.9766, -7.7834, -5.4454], [-0.7361, -6.2387, -3.4727], [-1.6644, -4.7203, -3.7713], [0.2666, -3.3177, -3.5944], [1.4141, -4.7084, -3.8627], [0.6679, -4.4881, -2.3951], [-3.3057, 2.6752, 6.7596], [-2.0676, 3.3118, 7.3734], [-0.9465, 3.4783, 6.4624], [-0.2895, 2.2709, 6.0794], [-0.5209, 1.8817, 4.6142], [-0.1986, 4.6960, 6.7044], [0.8312, 5.0201, 5.6356], [-3.9241, 2.1628, 7.5090], [-3.1316, 1.8451, 6.0717], [-4.0338, 3.3599, 6.3207], [-2.3896, 4.3072, 7.6939], [-1.9240, 2.8205, 8.3469], [0.7939, 2.2869, 6.2590], [-0.6544, 1.3584, 6.5650], [0.1249, 1.0354, 4.3275], [-1.5752, 1.6594, 4.4763], [-0.1337, 2.5309, 3.8160], [0.3352, 4.6478, 7.6707], [-0.8898, 5.5086, 6.9383], [1.6577, 4.3381, 5.8572], [1.2690, 6.0172, 5.7078], [0.5558, 4.9049, 4.5890], [3.1608, 0.1839, 3.6194], [4.4573, 0.2541, 2.7866], [5.6083, 0.5980, 3.6313], [6.4533, 1.6155, 2.9745], [7.5317, 2.1692, 3.8780], [6.3226, -0.5431, 4.1731], [6.7251, -1.6404, 3.2007], [2.3414, 0.1912, 2.8916], [3.0321, 0.9095, 4.4152], [3.0603, -0.8368, 4.0030], [4.5764, -0.6839, 2.2398], [4.3053, 1.0194, 2.0255], [5.8159, 2.4288, 2.6266], [6.8904, 1.1857, 2.0615], [7.3663, 1.8789, 4.9178], [7.6134, 3.2490, 3.7834], [8.4964, 1.6945, 3.6776], [7.2620, -0.2151, 4.6330], [5.8245, -0.9241, 5.0689], [5.8855, -2.2965, 2.9547], [6.9650, -1.1947, 2.2274], [7.6004, -2.2333, 3.4581], [-0.6788, 1.4711, -0.3685], [-0.2846, 0.6077, -1.5890], [0.0754, -0.7536, -1.0321], [1.1202, -0.3199, 0.4456], [2.5127, -0.3549, 0.0855], [0.7113, -1.0153, 1.6508], [0.5678, 1.4121, 0.4840], [-1.6449, 1.1396, 0.0147], [-0.8692, 2.4745, -0.7575], [0.5416, 1.1297, -2.0765], [-1.0552, 0.5297, -2.3579], [0.7398, -1.3759, -1.6281], [-0.7460, -1.3205, -0.5955], [1.3485, 1.9972, -0.0065], [0.5217, 1.8088, 1.4990], [-5.2615, -1.5917, -0.1782], [-6.7319, -1.1622, -0.1982], [-6.8485, 0.3304, -0.3954], [-5.5948, 0.6332, -1.6572], [-4.9775, 1.9310, -1.5689], [-6.0646, 0.2062, -2.9586], [-4.4087, -0.6089, -1.0185], [-5.1131, -2.6277, -0.4773], [-4.9606, -1.5829, 0.8719], [-7.3528, -1.6089, 0.5727], [-7.0474, -1.5994, -1.1571], [-6.5643, 0.8516, 0.5213], [-7.8239, 0.6422, -0.7580], [-3.8836, -0.0073, -0.2703], [-3.6427, -0.9116, -1.7238], [2.0293, 5.0354, 2.1037], [0.7037, 5.2515, 1.3170], [1.1986, 5.7638, -0.0583], [2.8114, 5.0060, -0.4611], [3.9089, 5.9488, -0.5910], [2.5536, 4.0146, -1.4621], [2.9537, 4.2451, 1.1891], [1.9332, 4.4035, 2.9839], [2.3232, 6.0619, 2.3233], [0.0354, 6.0383, 1.6505], [0.1946, 4.3445, 0.9763], [1.3646, 6.8474, 0.0495], [0.5216, 5.8460, -0.9098], [4.0232, 4.3158, 1.3738], [2.5510, 3.2359, 1.2164], [-1.1912, -3.8371, 3.0432], [-1.8429, -3.0599, 1.8770], [-3.2890, -3.5068, 1.8352], [-3.3835, -5.2313, 2.4965], [-3.6555, -6.1545, 1.4136], [-4.1514, -5.2610, 3.7247], [-1.5836, -5.2770, 2.8252], [-1.5543, -3.4375, 3.9922], [-0.1057, -3.7373, 3.0677], [-1.3023, -3.2411, 0.9452], [-1.7338, -1.9792, 1.9854], [-3.5814, -3.5979, 0.7909], [-4.0125, -2.8898, 2.3604], [-1.1447, -5.6714, 1.9089], [-1.3265, -5.9149, 3.6686]]
}


{
  "formula": "C4H7N2",
  "method": "ωB97M-V/def2-TZVPD",
  "e_above_lowest_ev": 10.2056,
  "lumo_energy_ev": [-4.70, -8.31],
  "total_charge": 1,
  "gap_ev": [10.11, 6.25],
  "symbols": ["C", "C", "C", "C", "N", "N", "H", "H", "H", "H", "H", "H", "H"],
  "xyz": [[0.6600, 0.1976, -0.2956], [-0.6449, -0.0117, 0.0008], [1.9263, 0.8253, -0.4853], [0.2347, -2.0829, 0.9469], [-3.0199, 1.7640, -0.5710], [0.2938, -0.9900, 0.3667], [2.5274, -0.0397, -0.2004], [2.1384, 1.7114, 0.1438], [2.1027, 1.1117, -1.4865], [1.2167, -2.6386, 0.8811], [-3.0571, 1.5770, 0.4938], [-0.6872, -2.5946, 1.3139], [-3.6908, 1.1705, -1.1080]]
}